(1)
Molecular formula: C4H6NaO
Method: DFT, wB97M-V/def2-TZVPD

Atoms and positions in Å:
O -0.96002 1.90963 -1.42715
Na 0.42360 0.36626 -2.19724
C -1.56938 2.26529 -0.43626
C -0.96138 1.12916 1.18641
H -1.47554 2.53187 0.97482
H -2.64067 2.53998 -0.50472
H -0.13906 1.65972 1.67464
H -1.99743 0.77347 1.18305
C 0.00203 -0.55815 1.09377
C 0.41196 -1.62864 0.47330
H -0.29910 -2.28272 -0.04472
H 1.47046 -1.91132 0.47895

Calculated values
Total charge = +1
ΔE to the lowest compared entry with this formula, charge and spin = 911.0 kJ/mol
HOMO-LUMO gap (spin up / spin down) = 7.68 / 6.32 eV

Atom-resolved charges from natural (NBO), all expressed in e: number 1, O, carries -0.65; number 2, Na, carries 0.98; number 3, C, carries 0.35; number 4, C, carries -0.66; number 5, H, carries 0.24; number 6, H, carries 0.16; number 7, H, carries 0.27; number 8, H, carries 0.26; number 9, C, carries 0.22; number 10, C, carries -0.71; number 11, H, carries 0.25; number 12, H, carries 0.28

(2)
Molecular formula: C4H6O
Method: DFT, wB97M-V/def2-TZVPD

Atoms and positions in Å:
C 0.35513 0.86900 -1.25328
C -0.44072 0.00024 -0.41663
C -0.38133 0.09647 1.13394
C 0.35307 -0.94950 0.42622
H 1.31504 1.20728 -0.73628
H -1.39509 -0.32939 -0.81902
H -1.30902 -0.04063 1.62510
H 0.09907 0.94361 1.57038
H 1.42369 -0.87931 0.45338
H -0.07634 -2.00445 0.44407
O 0.05650 1.08667 -2.42786

Calculated values
ΔE to the lowest compared entry with this formula, charge and spin = 60.3 kJ/mol
HOMO-LUMO gap = 10.92 eV

Atom-resolved charges from natural (NBO), all expressed in e: number 1, C, carries 0.43; number 2, C, carries -0.34; number 3, C, carries -0.40; number 4, C, carries -0.39; number 5, H, carries 0.10; number 6, H, carries 0.24; number 7, H, carries 0.22; number 8, H, carries 0.22; number 9, H, carries 0.23; number 10, H, carries 0.23; number 11, O, carries -0.53

(3)
Molecular formula: C4H6O
Method: DFT, wB97M-V/def2-TZVPD

Atoms and positions in Å:
C -1.24915 -0.43548 -0.14638
C -0.14333 -0.08555 0.83570
C 1.41793 -0.16549 -0.25515
O 0.90856 0.03732 -1.42080
C -0.60891 0.86202 -0.04457
H -2.30306 -0.42224 0.13695
H -0.99029 -1.10354 -0.97070
H -0.15834 -0.12834 1.91890
H 1.91219 -1.13346 -0.03558
H 1.99265 0.66143 0.21046
H -0.77826 1.91333 -0.22884

Calculated values
ΔE to the lowest compared entry with this formula, charge and spin = 497.5 kJ/mol
HOMO-LUMO gap = 7.91 eV

Atom-resolved charges from natural (NBO), all expressed in e: number 1, C, carries -0.47; number 2, C, carries -0.40; number 3, C, carries 0.15; number 4, O, carries -0.72; number 5, C, carries 0.21; number 6, H, carries 0.23; number 7, H, carries 0.26; number 8, H, carries 0.25; number 9, H, carries 0.13; number 10, H, carries 0.14; number 11, H, carries 0.23

(4)
Molecular formula: C4H6O
Method: DFT, wB97M-V/def2-TZVPD

Atoms and positions in Å:
O -2.20076 0.05339 0.44224
C -1.09674 0.01739 -0.02292
C -0.05025 1.12206 -0.22807
C 0.93404 0.04332 0.28493
C -0.13907 -1.12304 -0.09664
H 0.07675 1.47332 -1.25451
H -0.24988 1.98559 0.41966
H 1.15801 0.19353 1.34677
H 1.64902 -0.49955 -0.27903
H -0.30728 -2.00405 0.52852
H 0.02324 -1.47320 -1.13740

Calculated values
ΔE to the lowest compared entry with this formula, charge and spin = 90.2 kJ/mol
HOMO-LUMO gap = 10.55 eV

Atom-resolved charges from natural (NBO), all expressed in e: number 1, O, carries -0.53; number 2, C, carries 0.59; number 3, C, carries -0.52; number 4, C, carries -0.42; number 5, C, carries -0.50; number 6, H, carries 0.23; number 7, H, carries 0.23; number 8, H, carries 0.22; number 9, H, carries 0.24; number 10, H, carries 0.23; number 11, H, carries 0.22

(5)
Molecular formula: C4H6O
Method: DFT, wB97M-V/def2-TZVPD

Atoms and positions in Å:
C 1.03475 1.19369 -0.50961
C 0.03569 1.07256 0.44067
O -0.26277 1.85899 1.36709
C -0.81575 -0.10795 0.31297
C -0.37752 -1.47600 -0.00083
H 1.20496 0.43391 -1.26824
H 1.69756 2.02906 -0.68817
H -1.09226 -2.28500 0.05805
H -1.58181 0.00777 1.09602
H 0.63410 -1.79643 0.20924
H -0.47693 -0.93060 -1.01718

Calculated values
ΔE to the lowest compared entry with this formula, charge and spin = 400.4 kJ/mol
HOMO-LUMO gap = 6.19 eV

Atom-resolved charges from natural (NBO), all expressed in e: number 1, C, carries -0.38; number 2, C, carries 0.25; number 3, O, carries -0.67; number 4, C, carries 0.05; number 5, C, carries -0.67; number 6, H, carries 0.17; number 7, H, carries 0.21; number 8, H, carries 0.24; number 9, H, carries 0.24; number 10, H, carries 0.27; number 11, H, carries 0.30

(6)
Molecular formula: C4H6O
Method: DFT, wB97M-V/def2-TZVPD

Atoms and positions in Å:
C -0.70082 0.76319 -0.25663
C -0.69657 -0.77803 0.00294
C 0.83882 -0.74951 0.06750
O 1.46907 0.06854 -0.94718
C 0.78214 0.70121 0.10526
H -1.28815 1.42984 0.39054
H -0.92272 1.04615 -1.29416
H -1.06033 -0.90837 1.03579
H -1.21034 -1.42147 -0.70834
H 1.58796 -1.27504 0.66730
H 1.20673 1.16071 0.98595

Calculated values
ΔE to the lowest compared entry with this formula, charge and spin = 193.1 kJ/mol
HOMO-LUMO gap = 11.00 eV

Atom-resolved charges from natural (NBO), all expressed in e: number 1, C, carries -0.43; number 2, C, carries -0.40; number 3, C, carries 0.02; number 4, O, carries -0.47; number 5, C, carries 0.05; number 6, H, carries 0.21; number 7, H, carries 0.22; number 8, H, carries 0.21; number 9, H, carries 0.20; number 10, H, carries 0.20; number 11, H, carries 0.19

(7)
Molecular formula: C4H6O
Method: DFT, wB97M-V/def2-TZVPD

Atoms and positions in Å:
C -1.18762 -0.48006 0.02975
C 1.13890 -0.55039 0.03222
C 0.68042 0.90171 -0.12019
C -0.65549 0.97428 -0.01790
H -1.97107 -0.67551 -0.75432
H -1.62896 -0.86184 0.98594
H 1.65279 -0.64585 1.12118
H 1.94336 -0.95326 -0.66809
H 1.39301 1.74706 -0.23183
H -1.29379 1.88860 -0.15925
O -0.07155 -1.34472 -0.21751

Calculated values
ΔE to the lowest compared entry with this formula, charge and spin = 88.8 kJ/mol
HOMO-LUMO gap = 10.26 eV

Atom-resolved charges from natural (NBO), all expressed in e: number 1, C, carries -0.10; number 2, C, carries -0.11; number 3, C, carries -0.22; number 4, C, carries -0.23; number 5, H, carries 0.19; number 6, H, carries 0.18; number 7, H, carries 0.17; number 8, H, carries 0.20; number 9, H, carries 0.22; number 10, H, carries 0.23; number 11, O, carries -0.53

(8)
Molecular formula: C4H6O
Method: DFT, wB97M-V/def2-TZVPD

Atoms and positions in Å:
O -2.34897 0.05342 -0.05704
C -1.14970 0.02500 -0.05696
C -0.06136 1.09998 -0.15153
C 0.98776 -0.01473 0.10224
C -0.12087 -1.10027 0.07569
H -0.01116 1.56639 -1.14150
H -0.13682 1.89202 0.60030
H 1.47306 0.06662 1.07758
H 1.75563 -0.11387 -0.66752
H -0.22202 -1.70127 0.98314
H -0.11740 -1.76729 -0.79297

Calculated values
ΔE to the lowest compared entry with this formula, charge and spin = 5.1 kJ/mol
HOMO-LUMO gap = 10.61 eV

Atom-resolved charges from natural (NBO), all expressed in e: number 1, O, carries -0.51; number 2, C, carries 0.62; number 3, C, carries -0.53; number 4, C, carries -0.40; number 5, C, carries -0.53; number 6, H, carries 0.24; number 7, H, carries 0.23; number 8, H, carries 0.21; number 9, H, carries 0.21; number 10, H, carries 0.23; number 11, H, carries 0.24

(9)
Molecular formula: C4H6O
Method: DFT, wB97M-V/def2-TZVPD

Atoms and positions in Å:
C -1.22306 0.06619 -0.01044
C -0.18331 -1.01807 0.23869
C 0.91794 -0.02207 -0.55533
C 0.00271 1.17132 0.15382
H 0.04415 -1.09095 1.56398
H -0.18799 -2.28675 -0.12172
H 2.28016 -0.32987 -0.25278
H 0.63145 -0.19858 -2.00283
H 0.26126 1.19783 1.56027
H -0.14361 2.47951 -0.25524
O -2.39969 0.03142 -0.31842

Calculated values
ΔE to the lowest compared entry with this formula, charge and spin = 671.4 kJ/mol
HOMO-LUMO gap = 10.02 eV

Atom-resolved charges from natural (NBO), all expressed in e: number 1, C, carries 0.56; number 2, C, carries -0.55; number 3, C, carries -0.44; number 4, C, carries -0.54; number 5, H, carries 0.24; number 6, H, carries 0.25; number 7, H, carries 0.26; number 8, H, carries 0.24; number 9, H, carries 0.24; number 10, H, carries 0.26; number 11, O, carries -0.51

(10)
Molecular formula: C4H6O2
Method: DFT, wB97M-V/def2-TZVPD

Atoms and positions in Å:
C -1.66190 -0.22523 0.76796
C -0.14980 -0.40983 0.73132
C 0.49256 0.28234 -0.44200
O -0.08759 0.66395 -1.43205
C 2.00300 0.53231 -0.36241
O 2.66979 0.24547 0.59925
H -1.92235 0.83690 0.72124
H -2.13964 -0.71743 -0.08236
H -2.07941 -0.64573 1.68749
H 0.11625 -1.47364 0.66183
H 0.33829 -0.05528 1.64607
H 2.41458 1.02105 -1.26782

Calculated values
ΔE to the lowest compared entry with this formula, charge and spin = 89.4 kJ/mol
HOMO-LUMO gap = 9.39 eV

Atom-resolved charges from natural (NBO), all expressed in e: number 1, C, carries -0.60; number 2, C, carries -0.52; number 3, C, carries 0.48; number 4, O, carries -0.49; number 5, C, carries 0.34; number 6, O, carries -0.47; number 7, H, carries 0.21; number 8, H, carries 0.22; number 9, H, carries 0.21; number 10, H, carries 0.24; number 11, H, carries 0.24; number 12, H, carries 0.13

Result set for electronic energy: -392.9799, -231.2007, -231.0342, -231.1894, -231.0712, -231.1502, -231.1899, -231.2218, -230.9680, -306.4723 a.u., one per record in the order listed.